DFT (ωB97M-V with the def2-TZVPD basis set) results for a single C5H10N2O molecule at a distorted geometry.

Element x y z (Å)
C: -1.0054 -0.2639 0.3642
C: 0.5767 1.1921 -0.8778
C: -0.4846 -1.4734 -0.4272
C: 1.8863 0.8103 -0.2094
N: -0.5859 -0.3941 1.7606
O: -0.5674 1.0220 -0.0574
C: -2.5025 -0.2935 0.2693
N: -3.6627 -0.3390 0.1833
H: -0.7934 0.5104 2.1872
H: 0.4263 -0.4688 1.7860
H: 0.6209 2.2677 -1.0874
H: 0.4469 0.6985 -1.8458
H: -0.6391 -1.3446 -1.5041
H: -0.9941 -2.3977 -0.1252
H: 0.5831 -1.6479 -0.2735
H: 1.8638 0.9961 0.8677
H: 2.1147 -0.2468 -0.3635
H: 2.7164 1.3728 -0.6471

The HOMO energy is -10.0 eV. The value obtained for the gap between HOMO and LUMO is 10.7213 eV. The calculation puts the lowest unoccupied orbital energy at 0.77 eV.

Partial charges, natural (NBO), in e:
1 C 0.31
2 C -0.07
3 C -0.64
4 C -0.65
5 N -0.81
6 O -0.53
7 C 0.26
8 N -0.30
9 H 0.37
10 H 0.36
11 H 0.20
12 H 0.17
13 H 0.23
14 H 0.25
15 H 0.22
16 H 0.21
17 H 0.20
18 H 0.22



DFT (ωB97M-V with the def2-TZVPD basis set) results for a molecular structure, C5H10N2O at a distorted geometry.

Element x y z (Å)
C: -0.4369 0.2538 0.2546
C: -0.9550 -0.7349 -0.9175
C: -2.4894 -0.6575 -0.3503
C: -1.6864 0.0160 1.0522
C: 0.9098 -0.2478 0.6664
H: -0.8173 2.2062 0.4912
H: 0.4662 2.0079 -0.7909
H: -0.7208 -1.7033 -0.7084
H: -0.5708 -0.5037 -2.1887
H: -3.1582 0.1283 -0.6151
H: -2.8333 -1.6749 -0.1813
H: -1.3360 -0.9875 1.2668
H: -2.3464 0.5145 1.9717
H: 1.0377 -1.3181 1.1081
H: 3.7721 0.3715 -0.1788
N: -0.7479 1.5714 -0.4468
N: 1.9842 0.3332 -0.1577
O: 3.2249 -0.5189 -0.0219

The HOMO energy is -9.3 eV. The value obtained for the gap between HOMO and LUMO is 9.4354 eV. The calculation puts the lowest unoccupied orbital energy at 0.16 eV.

Partial charges, natural (NBO), in e:
1 C -0.01
2 C -0.34
3 C -0.38
4 C -0.44
5 C 0.04
6 H 0.34
7 H 0.36
8 H 0.17
9 H 0.23
10 H 0.22
11 H 0.20
12 H 0.20
13 H 0.25
14 H 0.22
15 H 0.48
16 N -0.80
17 N -0.17
18 O -0.58



DFT (ωB97M-V with the def2-TZVPD basis set) results for 2 unconnected molecules or ions with the total composition C5H10N2O2 at a distorted geometry.

Element x y z (Å)
C: 0.0504 0.3990 -2.2989
C: 1.1113 -0.0020 0.8196
C: 2.0136 -1.0143 0.1383
N: -1.3738 0.5030 1.1295
C: -0.5208 -0.3810 0.5868
C: 0.0841 1.2904 -1.3466
N: -2.7491 0.2305 1.2645
O: -0.8391 -1.4572 0.1398
O: -0.1692 2.3158 -0.8132
H: -1.0738 1.4336 1.3950
H: -3.2117 0.3741 0.3610
H: -2.8406 -0.7638 1.4838
H: -0.0771 -0.6516 -2.0718
H: 0.2629 0.6465 -3.3227
H: 1.1330 -0.1388 1.9024
H: 1.4656 1.0230 0.7308
H: 2.3059 -0.6617 -0.8480
H: 1.5077 -1.9707 0.0252
H: 2.9207 -1.1748 0.7245

The HOMO energy is -9.3 eV. The value obtained for the gap between HOMO and LUMO is 9.7007 eV. The calculation puts the lowest unoccupied orbital energy at 0.41 eV.

Partial charges, natural (NBO), in e:
1 C -0.76
2 C -0.51
3 C -0.63
4 N -0.47
5 C 0.67
6 C 0.69
7 N -0.64
8 O -0.64
9 O -0.50
10 H 0.40
11 H 0.35
12 H 0.37
13 H 0.28
14 H 0.27
15 H 0.22
16 H 0.23
17 H 0.21
18 H 0.24
19 H 0.21



DFT (ωB97M-V with the def2-TZVPD basis set) results for a single C5H10N2O2 molecule at a distorted geometry.

Element x y z (Å)
C: 0.2793 1.2598 -1.4104
C: 1.6648 -0.2152 0.1105
C: -1.0181 -1.2952 0.8676
C: -0.7692 -0.7885 -0.3325
C: 0.2783 0.2929 -0.2462
N: -0.0171 0.8851 2.3323
N: -1.7019 -0.8094 -1.4063
O: -0.3331 1.0249 0.9762
O: -1.2128 -2.0904 1.7204
H: -0.8976 0.5820 2.7527
H: 0.6523 0.1597 2.5847
H: -2.5319 -1.3436 -1.1821
H: -1.2806 -1.1451 -2.2652
H: -0.7284 1.6137 -1.6074
H: 0.9058 2.1120 -1.1560
H: 1.6340 -0.8999 0.9565
H: 2.3179 0.6217 0.3549
H: 2.0794 -0.7409 -0.7489
H: 0.6790 0.7764 -2.3007

The HOMO energy is -7.4 eV. The value obtained for the gap between HOMO and LUMO is 8.0604 eV. The calculation puts the lowest unoccupied orbital energy at 0.66 eV.

Partial charges, natural (NBO), in e:
1 C -0.63
2 C -0.64
3 C 0.67
4 C -0.18
5 C 0.27
6 N -0.51
7 N -0.81
8 O -0.47
9 O -0.47
10 H 0.34
11 H 0.33
12 H 0.38
13 H 0.37
14 H 0.24
15 H 0.23
16 H 0.21
17 H 0.22
18 H 0.22
19 H 0.21



DFT (ωB97M-V with the def2-TZVPD basis set) results for a single C5H10N2O2 molecule at a distorted geometry.

Element x y z (Å)
C: 0.5811 2.3908 0.0580
C: -1.5568 -1.3717 -0.7314
C: 1.6146 0.2582 -0.1636
C: 0.6097 -0.7879 0.2932
C: -0.7152 -0.5477 0.2160
N: -1.4267 0.2785 1.0586
O: 2.7245 -0.4201 -0.5719
O: 1.0679 -2.1065 0.1651
N: 1.6707 1.5156 -0.2928
H: 2.5847 -1.3808 -0.4871
H: 0.3970 -2.6554 0.6171
H: -0.8925 0.8616 1.6955
H: -2.2599 0.7116 0.6695
H: -0.3255 2.1808 -0.5164
H: 0.3851 2.3623 1.1319
H: 0.8653 3.4217 -0.1768
H: -0.9428 -1.9862 -1.3999
H: -2.1370 -0.7008 -1.3766
H: -2.2442 -2.0239 -0.1885

The HOMO energy is -7.7 eV. The value obtained for the gap between HOMO and LUMO is 8.2121 eV. The calculation puts the lowest unoccupied orbital energy at 0.54 eV.

Partial charges, natural (NBO), in e:
1 C -0.42
2 C -0.68
3 C 0.53
4 C 0.04
5 C 0.20
6 N -0.77
7 O -0.67
8 O -0.71
9 N -0.51
10 H 0.50
11 H 0.50
12 H 0.40
13 H 0.38
14 H 0.18
15 H 0.16
16 H 0.20
17 H 0.24
18 H 0.23
19 H 0.22



DFT (ωB97M-V with the def2-TZVPD basis set) results for 2 unconnected molecules or ions with the total composition C5H10N2O2S at a distorted geometry.

Element x y z (Å)
C: -2.5016 -1.6772 0.3412
C: -2.4762 -1.6029 -1.1449
C: -0.4538 -0.6198 -0.0653
C: 0.7361 0.7444 1.4928
C: 1.4152 0.6209 -0.8548
N: -1.3275 -1.1031 0.8443
N: 0.6351 0.0521 0.2226
O: -3.3530 -2.1248 1.0554
O: -0.4349 -0.9678 -2.8050
S: -0.6937 -1.6755 -1.5706
H: -3.0985 -2.3398 -1.6409
H: -2.7520 -0.5701 -1.4203
H: -1.8017 0.9772 -0.7837
H: -0.0221 1.5337 1.5428
H: 0.6014 0.0476 2.3189
H: 1.7243 1.1913 1.5688
H: 2.4750 0.5535 -0.6050
H: 1.2182 0.0983 -1.7854
H: 1.1277 1.6660 -0.9915
H: -1.3380 -0.8006 1.8113

The HOMO energy (spin up / spin down) is -7.2 / -7.2 eV. The value obtained for the gap between HOMO and LUMO (spin up / spin down) is 7.6428 / 7.6415 eV. The calculation puts the lowest unoccupied orbital energy (spin up / spin down) at 0.43 / 0.43 eV.

Partial charges, natural (NBO), in e:
1 C 0.69
2 C -0.74
3 C 0.31
4 C -0.43
5 C -0.42
6 N -0.65
7 N -0.41
8 O -0.54
9 O -0.92
10 S 1.29
11 H 0.26
12 H 0.32
13 H -0.50
14 H 0.22
15 H 0.20
16 H 0.23
17 H 0.20
18 H 0.25
19 H 0.22
20 H 0.43



Per-record DFT total energy, Eh: -381.233175; -380.942391; -456.428595; -456.354162; -456.434125; -854.552349